{"formula": "C34H36BFN5O3PS", "method": "ωB97M-V/def2-TZVPD", "charge": 0, "orbital_gap_ev": 6.93, "smiles": "C[C@H](F)C1=C([PH2]=S)C(=O)c2cc(B(O)N(C)C)ccc2C1=O.c1ccncc1.c1ccncc1.c1ccncc1.c1ccncc1", "fmax_ev_per_a": 0.8, "multiplicity": 1, "homo_energy_ha": -0.3255, "e_tot_ev": -72953.304, "elements": ["S", "P", "F", "O", "O", "O", "N", "N", "N", "N", "N", "C", "C", "C", "C", "C", "C", "C", "C", "C", "C", "C", "C", "C", "C", "C", "C", "C", "C", "C", "C", "C", "C", "C", "C", "C", "C", "C", "C", "C", "C", "C", "C", "C", "C", "B", "H", "H", "H", "H", "H", "H", "H", "H", "H", "H", "H", "H", "H", "H", "H", "H", "H", "H", "H", "H", "H", "H", "H", "H", "H", "H", "H", "H", "H", "H", "H", "H", "H", "H", "H", "H"], "xyz": [[2.45, 1.05, -3.91], [2.80, -0.23, -2.48], [3.89, 1.31, -0.14], [0.56, -2.19, -1.81], [0.58, 1.07, 1.96], [-4.71, -2.05, -2.36], [5.38, -1.72, 3.49], [-6.00, -0.52, -1.00], [-0.65, 3.92, -2.46], [2.19, -7.71, -2.30], [-1.15, 4.75, 5.69], [-0.21, 2.77, 6.63], [-6.38, -0.92, 0.36], [-2.75, 4.55, -3.42], [0.26, 2.37, 5.39], [-3.32, -0.57, -0.81], [-1.76, 4.65, -2.45], [1.57, 0.76, -0.17], [-0.90, -0.62, -0.78], [0.02, 3.19, 4.30], [2.25, -5.32, -2.10], [1.55, -0.13, -1.18], [3.31, -0.90, 2.60], [4.36, -2.80, 1.61], [2.61, 1.81, 0.10], [-0.69, 4.36, 4.50], [2.35, 3.09, -0.70], [-2.56, 3.65, -4.46], [-0.91, 3.96, 6.73], [-6.18, 0.92, -1.26], [5.37, -2.67, 2.56], [1.61, -6.52, -2.40], [-3.27, 0.35, 0.25], [-0.47, 3.07, -3.46], [-2.08, 0.78, 0.80], [0.42, 0.75, 0.80], [-2.10, -1.07, -1.30], [-1.40, 2.89, -4.48], [0.41, -1.10, -1.30], [4.18, -6.61, -1.56], [-0.88, 0.30, 0.27], [3.45, -7.74, -1.89], [3.56, -5.38, -1.67], [4.37, -0.86, 3.50], [3.32, -1.90, 1.64], [-4.71, -1.05, -1.42], [-2.03, 1.50, 1.61], [-3.64, 5.16, -3.37], [0.44, 2.48, -3.45], [-0.91, 5.03, 3.67], [1.72, -4.38, -2.19], [-1.29, 4.30, 7.68], [-6.22, -0.14, 1.11], [-4.20, 0.72, 0.66], [2.56, 2.05, 1.16], [-7.45, -1.18, 0.39], [-6.64, 1.07, -2.24], [-0.04, 2.16, 7.51], [0.81, 1.45, 5.27], [3.90, -8.73, -1.82], [-3.98, -1.98, -2.99], [4.41, -3.59, 0.88], [-5.85, -1.83, 0.65], [4.40, -0.09, 4.27], [4.06, -0.16, -1.89], [-1.88, 5.34, -1.62], [6.21, -3.36, 2.58], [2.71, -1.56, -2.92], [-5.24, 1.48, -1.26], [0.58, -6.52, -2.73], [-6.83, 1.35, -0.51], [1.74, 2.92, -1.58], [0.37, 2.92, 3.31], [2.51, -0.18, 2.65], [3.30, 3.56, -0.96], [4.10, -4.47, -1.42], [2.51, -1.97, 0.91], [5.21, -6.70, -1.22], [-3.30, 3.54, -5.24], [1.80, 3.78, -0.07], [-2.08, -1.80, -2.10], [-1.21, 2.18, -5.27]], "lowdin_charge": [0.2099, 0.4394, -0.0347, 0.0900, 0.1028, 0.1765, 0.0568, -0.1214, 0.0561, 0.0529, 0.0500, -0.0744, -0.0836, -0.0769, -0.0752, -0.0471, -0.1584, -0.0854, -0.0739, -0.0753, -0.0668, -0.2533, -0.0635, -0.0664, -0.3231, -0.1562, -0.0019, -0.0812, -0.1595, -0.0768, -0.1505, -0.1515, -0.0004, -0.1664, 0.0350, -0.2624, 0.0553, -0.0660, -0.3376, -0.0749, -0.0750, -0.1575, -0.0882, -0.1441, -0.0734, -0.5188, 0.1256, 0.0997, -0.0106, 0.1009, 0.0778, 0.1015, 0.0762, 0.1038, 0.1376, 0.0851, 0.0840, 0.0998, 0.1044, 0.1021, 0.0944, 0.0845, 0.0917, 0.1043, -0.0088, 0.1013, 0.1034, -0.0181, 0.0747, 0.1037, 0.0876, 0.0332, 0.0722, 0.0812, 0.0959, 0.0915, 0.0962, 0.0999, 0.1046, 0.0884, 0.1239, 0.1034]}


{"formula": "C9H16N2P", "method": "ωB97M-V/def2-TZVPD", "charge": 1, "relative_energy_kcal_mol": 29.1, "orbital_gap_ev": 8.07, "smiles": "[H]/P=C(/C)[n+]1ccn([C@@H](C)CC)c1", "fmax_ev_per_a": 6.4, "multiplicity": 1, "homo_energy_ha": -0.4581, "e_tot_ev": -21851.692, "elements": ["P", "N", "N", "C", "C", "C", "C", "C", "C", "C", "C", "C", "H", "H", "H", "H", "H", "H", "H", "H", "H", "H", "H", "H", "H", "H", "H", "H"], "xyz": [[1.92, 4.31, 1.67], [0.88, 1.75, 0.67], [0.37, -0.33, 0.55], [1.77, -0.26, 0.65], [-0.10, 0.92, 0.52], [-0.46, 3.67, 0.19], [-0.45, -1.48, 0.27], [2.05, 1.05, 0.81], [0.81, -2.21, -1.75], [-1.75, -1.44, 1.13], [0.79, 3.16, 0.77], [-0.60, -1.70, -1.23], [0.76, -2.12, -2.80], [-1.10, 1.24, 0.19], [3.04, 1.58, 1.01], [-1.97, -2.41, 1.22], [1.51, -1.47, -1.54], [-0.41, 3.31, -0.96], [1.10, -3.17, -1.22], [-1.27, 3.32, 0.65], [0.11, -2.48, 0.65], [-0.58, 4.83, 0.19], [-0.95, -0.93, -1.76], [2.21, -1.21, 0.66], [-1.62, -1.00, 2.03], [2.81, 3.43, 2.09], [-1.18, -2.48, -1.44], [-2.46, -0.83, 0.61]], "lowdin_charge": [0.9682, -0.0727, -0.0016, 0.0407, -0.0259, -0.1433, -0.2956, -0.0074, -0.0478, 0.0100, -0.5494, -0.1471, 0.0692, 0.1820, 0.1508, 0.0469, 0.0214, 0.1532, 0.1173, 0.0180, 0.1915, 0.1245, 0.0768, 0.1264, 0.0537, -0.2267, 0.0757, 0.0915]}


{"formula": "C19H14BrFNO2PtSe", "method": "ωB97M-V/def2-TZVPD", "charge": -1, "relative_energy_kcal_mol": 14.9, "orbital_gap_ev": 6.67, "fmax_ev_per_a": 1.7, "multiplicity": 1, "homo_energy_ha": -0.1511, "e_tot_ev": -166870.483, "elements": ["Pt", "Br", "Se", "F", "O", "O", "N", "C", "C", "C", "C", "C", "C", "C", "C", "C", "C", "C", "C", "C", "C", "C", "C", "C", "C", "C", "H", "H", "H", "H", "H", "H", "H", "H", "H", "H", "H", "H", "H", "H"], "xyz": [[-0.34, 0.91, 1.01], [-3.90, -0.27, 0.51], [-0.42, 1.90, -1.14], [0.41, -2.81, -4.63], [0.18, 1.47, 3.21], [-0.30, 1.32, 5.40], [-2.25, 0.40, 2.62], [0.17, -1.47, -0.73], [1.37, 1.98, -1.83], [0.33, -2.37, -3.35], [2.86, 1.95, -3.73], [1.58, 1.83, -3.19], [-1.86, 0.46, 3.89], [-3.76, -0.80, 4.59], [3.74, 2.35, -1.54], [-3.36, -0.24, 2.33], [2.47, 2.23, -1.00], [-0.92, -2.07, -1.35], [1.35, -1.36, -1.45], [-4.16, -0.88, 3.27], [-2.60, -0.12, 4.91], [1.45, -1.80, -2.77], [0.09, -0.99, 0.69], [3.94, 2.23, -2.91], [-0.85, -2.52, -2.66], [-0.53, 1.16, 4.20], [-4.36, -1.27, 5.37], [-2.23, -0.03, 5.92], [-5.05, -1.41, 2.97], [4.94, 2.34, -3.33], [0.74, 1.59, -3.83], [2.21, -0.89, -0.99], [4.58, 2.55, -0.88], [-1.85, -2.17, -0.80], [2.31, 2.31, 0.07], [-0.69, -1.53, 1.24], [-1.71, -2.98, -3.15], [2.36, -1.69, -3.34], [1.05, -1.10, 1.20], [3.01, 1.83, -4.80]], "lowdin_charge": [0.6297, 0.7367, 0.5644, 0.0232, -0.1431, 0.0014, 0.0249, -0.3282, -0.6567, -0.2910, -0.1117, -0.1573, -0.1762, -0.0644, -0.1045, -0.7354, -0.1467, -0.0591, -0.0562, -0.1221, -0.0059, -0.0155, -0.3091, -0.1203, -0.0163, -0.6480, 0.1042, 0.1126, 0.0908, 0.0878, 0.0900, 0.1165, 0.0943, 0.0773, 0.0827, 0.0508, 0.1107, 0.1150, 0.0621, 0.0925]}


{"formula": "C23H15F12IN3O2Pt", "method": "ωB97M-V/def2-TZVPD", "charge": 1, "relative_energy_kcal_mol": 0.0, "orbital_gap_ev": [9.17, 6.63], "fmax_ev_per_a": 0.3, "multiplicity": 5, "homo_energy_ha": [-0.4296, -0.4453], "s_squared": 6.052, "e_tot_ev": -76608.098, "elements": ["Pt", "I", "F", "F", "F", "F", "F", "F", "F", "F", "F", "F", "F", "F", "O", "O", "N", "N", "N", "C", "C", "C", "C", "C", "C", "C", "C", "C", "C", "C", "C", "C", "C", "C", "C", "C", "C", "C", "C", "C", "C", "C", "H", "H", "H", "H", "H", "H", "H", "H", "H", "H", "H", "H", "H", "H", "H"], "xyz": [[0.02, -0.03, -0.19], [-2.66, 5.52, 0.36], [-4.13, -1.72, 0.16], [4.84, 0.73, -0.60], [4.92, -1.22, 1.34], [-4.05, -2.55, 2.14], [-2.31, -4.42, 1.02], [-0.41, -3.65, 0.30], [-3.53, -0.48, 1.83], [3.05, -2.09, 1.99], [3.74, -0.60, -1.87], [2.86, 1.29, -1.28], [3.85, -2.59, 0.05], [-2.20, -3.40, -0.87], [1.77, -0.97, -0.25], [-1.60, -1.10, 0.08], [0.64, 3.00, -0.25], [0.40, -0.21, 1.90], [-0.32, 2.07, -0.33], [-1.37, -4.17, 5.52], [-0.07, -1.15, 2.73], [0.11, 4.22, -0.04], [-1.48, 2.69, -0.14], [3.70, -1.61, 0.93], [3.51, 2.43, 2.88], [-1.17, -2.01, 2.39], [3.68, 1.48, 1.87], [-0.92, -3.10, 4.58], [-1.73, -3.41, 0.36], [1.26, 1.62, 3.20], [2.66, 0.61, 1.48], [-1.26, 4.06, 0.04], [4.64, 3.35, 3.24], [1.46, 0.66, 2.21], [0.16, -2.27, 4.89], [2.28, 2.51, 3.52], [-1.94, -2.02, 1.06], [-1.55, -2.95, 3.34], [-3.45, -1.71, 1.30], [3.63, 0.24, -0.85], [2.89, -0.41, 0.35], [0.58, -1.33, 3.99], [-1.11, -3.93, 6.55], [-2.40, 2.14, -0.14], [-2.37, -3.61, 3.12], [1.61, 2.75, -0.41], [2.12, 3.25, 4.30], [-0.88, -5.11, 5.26], [4.43, 3.88, 4.17], [1.44, -0.72, 4.22], [-2.44, -4.33, 5.45], [5.57, 2.79, 3.36], [0.73, 5.09, 0.02], [4.64, 1.41, 1.40], [4.80, 4.09, 2.46], [0.68, -2.38, 5.83], [0.31, 1.66, 3.71]], "lowdin_charge": [1.5262, 0.9497, 0.1946, 0.1739, 0.1792, 0.1725, 0.1720, 0.1746, 0.1653, 0.1715, 0.2062, 0.1088, 0.2031, 0.1940, -0.2268, -0.2420, 0.0260, 0.0298, -0.1476, -0.0168, -0.1700, -0.1025, -0.1579, -0.5559, -0.2358, -0.0146, 0.0353, -0.2008, -0.5627, -0.0072, -0.0740, -0.7629, -0.0288, -0.2599, 0.0044, -0.0070, -0.2946, 0.0425, -0.5603, -0.5488, -0.3095, 0.0356, 0.0896, 0.1246, 0.1242, 0.1425, 0.1242, 0.1063, 0.0834, 0.1227, 0.0935, 0.0922, 0.1356, 0.1268, 0.0923, 0.1305, 0.1329]}


{"formula": "C3H5N3", "method": "ωB97M-V/def2-TZVPD", "charge": 0, "relative_energy_kcal_mol": 22.2, "orbital_gap_ev": 10.40, "smiles": "Cc1c[nH]nn1", "fmax_ev_per_a": 0.2, "multiplicity": 1, "homo_energy_ha": -0.3496, "e_tot_ev": -7661.492, "elements": ["N", "N", "N", "C", "C", "C", "H", "H", "H", "H", "H"], "xyz": [[1.90, -0.08, -0.02], [0.30, -1.26, 0.69], [1.59, -1.21, 0.62], [-1.72, 0.05, 0.03], [-0.24, -0.16, 0.09], [0.80, 0.61, -0.38], [-2.20, -0.58, 0.77], [2.87, 0.15, -0.16], [-1.98, 1.10, 0.24], [0.83, 1.55, -0.91], [-2.13, -0.21, -0.96]], "lowdin_charge": [-0.0208, 0.0271, -0.0243, -0.0526, -0.3577, -0.0586, 0.0747, 0.1475, 0.0741, 0.1153, 0.0752]}


{"formula": "C9H10ClCoO5", "method": "ωB97M-V/def2-TZVPD", "charge": 0, "relative_energy_kcal_mol": 0.0, "orbital_gap_ev": [8.84, 8.79], "fmax_ev_per_a": 1.2, "multiplicity": 1, "homo_energy_ha": [-0.3555, -0.3559], "e_tot_ev": -69880.600, "elements": ["Co", "Cl", "O", "O", "O", "O", "O", "C", "C", "C", "C", "C", "C", "C", "C", "C", "H", "H", "H", "H", "H", "H", "H", "H", "H", "H"], "xyz": [[0.29, -1.34, -1.09], [-0.28, -1.56, -3.35], [0.58, 0.64, -0.82], [2.03, -1.41, 2.37], [-1.25, -2.07, -0.44], [1.30, -1.91, 0.32], [-2.36, -1.79, 1.47], [0.58, -2.71, -2.29], [1.10, 1.13, 0.44], [0.48, 0.12, 1.41], [1.32, -1.17, 1.41], [-0.97, 0.03, 0.83], [-0.85, 0.85, -0.46], [-0.86, 2.34, -0.22], [0.44, 2.51, 0.59], [-1.57, -1.39, 0.65], [0.49, 0.48, 2.44], [-1.42, 0.49, -1.32], [0.02, -3.62, -2.15], [1.61, -2.83, -2.61], [-0.77, 2.84, -1.19], [-1.68, 0.50, 1.50], [0.28, 2.73, 1.64], [2.19, 1.14, 0.43], [1.05, 3.30, 0.17], [-1.77, 2.71, 0.26]], "lowdin_charge": [0.4582, 0.6783, -0.1283, 0.1039, -0.0747, -0.0463, 0.1106, -0.4622, -0.2176, -0.0941, -0.5357, -0.0948, -0.2375, -0.0863, -0.0762, -0.5359, 0.1591, 0.1520, 0.0529, 0.0508, 0.1219, 0.1605, 0.1239, 0.1720, 0.1176, 0.1279]}


What did the sixth record say?
{"formula": "C9H10ClCoO5", "method": "ωB97M-V/def2-TZVPD", "charge": 0, "relative_energy_kcal_mol": 0.0, "orbital_gap_ev": [8.84, 8.79], "fmax_ev_per_a": 1.2, "multiplicity": 1, "homo_energy_ha": [-0.3555, -0.3559], "e_tot_ev": -69880.600, "elements": ["Co", "Cl", "O", "O", "O", "O", "O", "C", "C", "C", "C", "C", "C", "C", "C", "C", "H", "H", "H", "H", "H", "H", "H", "H", "H", "H"], "xyz": [[0.29, -1.34, -1.09], [-0.28, -1.56, -3.35], [0.58, 0.64, -0.82], [2.03, -1.41, 2.37], [-1.25, -2.07, -0.44], [1.30, -1.91, 0.32], [-2.36, -1.79, 1.47], [0.58, -2.71, -2.29], [1.10, 1.13, 0.44], [0.48, 0.12, 1.41], [1.32, -1.17, 1.41], [-0.97, 0.03, 0.83], [-0.85, 0.85, -0.46], [-0.86, 2.34, -0.22], [0.44, 2.51, 0.59], [-1.57, -1.39, 0.65], [0.49, 0.48, 2.44], [-1.42, 0.49, -1.32], [0.02, -3.62, -2.15], [1.61, -2.83, -2.61], [-0.77, 2.84, -1.19], [-1.68, 0.50, 1.50], [0.28, 2.73, 1.64], [2.19, 1.14, 0.43], [1.05, 3.30, 0.17], [-1.77, 2.71, 0.26]], "lowdin_charge": [0.4582, 0.6783, -0.1283, 0.1039, -0.0747, -0.0463, 0.1106, -0.4622, -0.2176, -0.0941, -0.5357, -0.0948, -0.2375, -0.0863, -0.0762, -0.5359, 0.1591, 0.1520, 0.0529, 0.0508, 0.1219, 0.1605, 0.1239, 0.1720, 0.1176, 0.1279]}